[1]
The following is a DFT calculation (the ωB97M-V functional and the def2-TZVPD basis) of a 2-piece molecular cluster, C4H5NOS overall at a distorted geometry.

Kohn-Sham gap	0.2958	Eh
energy relative to the best compared isomer or geometry (same formula, charge and spin)	90.1	kcal/mol
multiplicity	1
lowest unoccupied orbital energy	0.514	eV
HOMO level	-7.5	eV
structure (SMILES)	OC1=CS1.CC#N
net charge	0

Each atom is followed by the atoms it is bonded to, with distances in Å.
Positions of all 12 atoms, in Å:
1 O 2.290 -1.804 -0.106  C2 1.292, H5 0.964
2 C 2.633 -0.593 0.186  O1 1.292, C3 1.304, S4 1.815
3 C 3.468 0.389 0.382  C2 1.304, S4 1.931, H6 1.033
4 S 1.647 0.921 0.020  C2 1.815, C3 1.931
5 H 1.396 -2.165 -0.097  O1 0.964
6 H 4.364 0.845 0.148  C3 1.033
7 C -1.915 0.137 -0.345  C8 1.460, H10 1.079, H11 1.184, H12 1.175
8 C -0.876 -0.876 -0.500  C7 1.460, N9 1.157
9 N -0.294 -1.866 -0.357  C8 1.157
10 H -2.850 -0.190 -0.775  C7 1.079
11 H -1.859 0.444 0.797  C7 1.184
12 H -1.613 1.167 -0.822  C7 1.175



[2]
The following is a DFT calculation (the ωB97M-V functional and the def2-TZVPD basis) of one molecule with the formula C4H5NOS at a distorted geometry.

Kohn-Sham gap	0.3208	Eh
energy relative to the best compared isomer or geometry (same formula, charge and spin)	21.3	kcal/mol
multiplicity	1
lowest unoccupied orbital energy	0.760	eV
HOMO level	-8.0	eV
structure (SMILES)	Oc1c[nH]cc1S
net charge	0

Each atom is followed by the atoms it is bonded to, with distances in Å.
Positions of all 12 atoms, in Å:
1 O 0.257 2.281 -0.079  C2 1.332, H8 0.983
2 C -0.077 0.991 -0.092  O1 1.332, C3 1.397, C6 1.401
3 C -1.401 0.548 -0.039  C2 1.397, N4 1.353, H9 1.131
4 N -1.356 -0.803 -0.070  C3 1.353, C5 1.339, H10 1.008
5 C -0.122 -1.316 -0.145  N4 1.339, C6 1.421, H11 1.048
6 C 0.710 -0.165 -0.169  C2 1.401, C5 1.421, S7 1.768
7 S 2.473 -0.068 -0.080  C6 1.768, H12 1.352
8 H 1.228 2.401 0.015  O1 0.983
9 H -2.409 1.049 0.070  C3 1.131
10 H -2.151 -1.364 0.196  N4 1.008
11 H 0.115 -2.336 -0.185  C5 1.048
12 H 2.732 -1.220 0.578  S7 1.352



[3]
The following is a DFT calculation (the ωB97M-V functional and the def2-TZVPD basis) of a 2-piece molecular cluster, C4H5NOS overall at a distorted geometry.

Kohn-Sham gap (alpha / beta)	0.2461 / 0.2725	Eh
energy relative to the best compared isomer or geometry (same formula, charge and spin)	46.7	kcal/mol
⟨S²⟩	2.01
multiplicity	3
lowest unoccupied orbital energy (alpha / beta)	0.661 / -2.287	eV
HOMO level (alpha / beta)	-6.0 / -9.7	eV
net charge	0

Each atom is followed by the atoms it is bonded to, with distances in Å.
Positions of all 12 atoms, in Å:
1 C -0.527 -1.550 -0.075  C3 1.275, O6 1.180
2 C 0.557 1.380 -1.825  N5 1.223, S7 1.538
3 C 0.062 -1.067 0.947  C1 1.275, C4 1.474, H8 1.012
4 C -0.119 0.329 1.386  C3 1.474, H9 1.168, H10 1.102, H11 1.067
5 N -0.300 0.527 -2.008  C2 1.223, H12 1.025
6 O -1.008 -2.186 -0.944  C1 1.180
7 S 1.598 2.484 -1.573  C2 1.538
8 H 0.547 -1.648 1.619  C3 1.012
9 H -1.249 0.474 1.643  C4 1.168
10 H 0.111 1.101 0.633  C4 1.102
11 H 0.476 0.643 2.214  C4 1.067
12 H -0.149 -0.487 -2.016  N5 1.025



[4]
The following is a DFT calculation (the ωB97M-V functional and the def2-TZVPD basis) of one molecule with the formula C4H5NOS2 at a distorted geometry.

Kohn-Sham gap	0.3232	Eh
energy relative to the best compared isomer or geometry (same formula, charge and spin)	21.4	kcal/mol
multiplicity	1
lowest unoccupied orbital energy	0.667	eV
HOMO level	-8.1	eV
structure (SMILES)	Nc1oc(S)cc1S
net charge	0

Each atom is followed by the atoms it is bonded to, with distances in Å.
Positions of all 13 atoms, in Å:
1 N 1.015 1.907 0.232  C2 1.383, H9 1.021, H10 1.070
2 C 0.367 0.742 -0.136  N1 1.383, O3 1.370, C7 1.347
3 O -1.002 0.786 -0.163  C2 1.370, C4 1.339
4 C -1.468 -0.463 -0.043  O3 1.339, S5 1.729, C6 1.381
5 S -3.195 -0.501 -0.007  C4 1.729, H11 1.341
6 C -0.408 -1.347 0.003  C4 1.381, C7 1.430, H12 1.124
7 C 0.770 -0.543 -0.095  C2 1.347, C6 1.430, S8 1.779
8 S 2.466 -1.031 0.124  C7 1.779, H13 1.343
9 H 1.990 1.880 -0.073  N1 1.021
10 H 0.600 2.807 -0.171  N1 1.070
11 H -3.425 -0.415 1.311  S5 1.341
12 H -0.455 -2.459 0.166  C6 1.124
13 H 2.745 -1.363 -1.147  S8 1.343



no.,electronic energy (Ha)
1,-683.4643
2,-683.5740
3,-683.4174
4,-1081.7591